ORCA calculation (the ωB97M-V functional and the def2-TZVPD basis) on C40H43Cl2N4O4Pd as an isolated structure.

Results
Charge: -1
DFT total energy: -3118.4761 hartree
Kohn-Sham gap (alpha / beta): 7.14 / 7.12 eV

XYZ file:
```
94
Properties=species:S:1:pos:R:3:lowdin_charge:R:1
Pd 0.18 0.14 0.36 0.993
C 3.41 3.78 -0.14 -0.061
C 3.90 2.34 -0.08 -0.364
C 5.39 2.26 0.28 -0.063
C 3.66 1.61 -1.39 -0.130
C 4.22 2.08 -2.57 -0.049
C 4.02 1.43 -3.77 -0.086
C 3.21 0.30 -3.81 -0.044
C 2.63 -0.20 -2.66 -0.135
C 1.76 -1.43 -2.70 -0.385
C 2.61 -2.69 -2.49 -0.046
C 0.95 -1.54 -3.99 -0.068
C 2.88 0.44 -1.42 -0.157
N 2.35 -0.07 -0.22 0.044
C 3.13 -0.71 0.65 -0.504
O 4.33 -0.99 0.52 0.020
C 2.39 -1.10 1.90 -0.162
C 2.97 -1.88 2.88 0.010
C 2.24 -2.16 4.03 -0.040
C 0.95 -1.65 4.16 0.010
C 0.44 -0.88 3.13 -0.165
N 1.16 -0.62 2.04 0.072
C -0.93 -0.26 3.18 -0.500
O -1.61 -0.37 4.21 0.025
N -1.27 0.34 2.04 0.031
C -2.45 1.09 1.94 -0.149
C -2.58 2.28 2.69 -0.133
C -3.77 3.00 2.61 -0.051
C -4.82 2.58 1.82 -0.087
C -4.69 1.43 1.07 -0.053
C -3.52 0.67 1.11 -0.131
C -3.46 -0.61 0.32 -0.385
C -4.42 -1.66 0.89 -0.059
C -3.75 -0.37 -1.17 -0.057
C -1.45 2.80 3.55 -0.367
C -1.86 2.81 5.03 -0.064
C -1.02 4.19 3.08 -0.060
H 3.64 4.28 0.81 0.075
H 2.33 3.82 -0.29 0.049
H 3.90 4.34 -0.94 0.071
H 3.33 1.83 0.70 0.122
H 6.00 2.75 -0.49 0.070
H 5.70 1.22 0.37 0.069
H 5.57 2.77 1.24 0.072
H 4.85 2.96 -2.54 0.105
H 4.48 1.81 -4.67 0.093
H 3.04 -0.19 -4.76 0.099
H 1.06 -1.35 -1.87 0.079
H 3.28 -2.84 -3.34 0.081
H 1.97 -3.57 -2.39 0.065
H 3.22 -2.60 -1.59 0.073
H 1.58 -1.70 -4.87 0.067
H 0.36 -0.63 -4.13 0.089
H 0.27 -2.38 -3.92 0.059
H 3.98 -2.23 2.73 0.117
H 2.66 -2.76 4.82 0.105
H 0.33 -1.81 5.03 0.117
H -3.88 3.90 3.21 0.104
H -5.73 3.16 1.77 0.093
H -5.52 1.09 0.46 0.103
H -2.45 -1.01 0.40 0.070
H -5.46 -1.35 0.73 0.073
H -4.26 -1.78 1.96 0.083
H -4.27 -2.62 0.39 0.067
H -4.74 0.07 -1.32 0.071
H -3.71 -1.32 -1.71 0.058
H -3.00 0.29 -1.60 0.054
H -0.60 2.14 3.44 0.121
H -2.75 3.43 5.19 0.069
H -1.05 3.20 5.65 0.073
H -2.09 1.79 5.35 0.066
H -1.83 4.91 3.16 0.068
H -0.69 4.14 2.04 0.062
H -0.18 4.55 3.69 0.074
N -0.50 -2.43 -0.06 0.203
C -0.87 -3.27 -0.75 -0.133
C -1.33 -4.33 -1.59 -0.215
C -0.96 -5.65 -1.33 -0.027
C -1.40 -6.67 -2.16 -0.079
C -2.18 -6.38 -3.27 -0.080
C -2.54 -5.06 -3.54 -0.072
C -2.13 -4.04 -2.70 -0.028
H -0.33 -5.87 -0.48 0.120
H -1.12 -7.69 -1.95 0.104
H -2.52 -7.17 -3.92 0.102
H -3.13 -4.83 -4.41 0.107
H -2.41 -3.02 -2.90 0.111
Cl -2.29 3.12 -2.86 0.579
C -0.97 3.59 -1.78 -1.002
Cl 0.37 4.31 -2.70 0.585
C -0.42 2.40 -0.96 -0.805
O 0.05 2.69 0.15 -0.038
O -0.49 1.24 -1.47 -0.127
H -1.34 4.35 -1.10 0.058
```

---

ORCA calculation (the ωB97M-V functional and the def2-TZVPD basis) on C40H43FGe2N3O6Zn as an isolated structure.

Results
Expectation value of S²: 0.754
2S+1: 2
Charge: 0
DFT total energy: -8198.6534 hartree
Kohn-Sham gap (alpha / beta): 6.59 / 5.13 eV

XYZ file:
```
96
Properties=species:S:1:pos:R:3:lowdin_charge:R:1
Zn -0.25 -0.89 0.45 0.719
C -3.20 -0.70 -0.67 -0.076
C -3.15 -1.03 -2.17 -0.353
C -4.10 -2.20 -2.46 -0.044
C -1.80 -1.24 -2.84 -0.131
C -1.76 -0.91 -4.19 -0.053
C -0.62 -1.09 -4.95 -0.088
C 0.52 -1.59 -4.35 -0.045
C 0.54 -1.93 -3.00 -0.133
C 1.84 -2.51 -2.47 -0.353
C 1.80 -4.04 -2.44 -0.049
C 2.37 -1.97 -1.14 -0.072
C -0.64 -1.77 -2.25 -0.203
N -0.66 -2.16 -0.88 -0.049
C -1.23 -3.37 -0.58 -0.257
C -1.55 -4.37 -1.51 -0.044
C -2.12 -5.57 -1.11 -0.091
C -2.40 -5.83 0.23 -0.099
C -2.10 -4.86 1.17 -0.017
C -1.54 -3.68 0.75 -0.210
F -1.26 -2.71 1.69 0.020
H -4.20 -0.33 -0.43 0.093
H -2.49 0.08 -0.39 0.028
H -3.03 -1.58 -0.05 0.067
H -3.57 -0.15 -2.68 0.116
H -3.79 -3.10 -1.93 0.069
H -4.13 -2.42 -3.53 0.082
H -5.11 -1.95 -2.14 0.082
H -2.66 -0.51 -4.66 0.117
H -0.62 -0.83 -6.00 0.105
H 1.43 -1.71 -4.93 0.116
H 2.59 -2.22 -3.22 0.125
H 1.12 -4.39 -1.67 0.069
H 2.80 -4.44 -2.22 0.081
H 1.48 -4.45 -3.40 0.084
H 1.87 -2.43 -0.29 0.063
H 2.26 -0.89 -1.09 0.035
H 3.43 -2.20 -1.05 0.089
H -1.35 -4.19 -2.55 0.120
H -2.35 -6.31 -1.86 0.104
H -2.84 -6.77 0.53 0.097
H -2.30 -5.00 2.23 0.119
O -0.89 0.25 2.15 -0.038
C 0.15 -0.16 2.71 -0.627
O 0.95 -0.93 2.12 -0.025
C 0.48 0.32 4.09 -0.077
C 0.94 -0.57 5.05 0.097
C 1.25 -0.07 6.30 -0.103
C 1.15 1.27 6.62 0.094
C 0.71 2.12 5.63 -0.101
C 0.35 1.67 4.37 0.081
N 0.60 3.56 5.92 -0.342
O 0.24 4.28 5.02 0.078
O 0.87 3.92 7.04 0.097
N 1.73 -1.01 7.34 -0.352
O 2.03 -0.54 8.41 0.092
O 1.76 -2.18 7.05 0.093
H 1.06 -1.62 4.84 0.141
H 1.42 1.64 7.60 0.135
H 0.00 2.37 3.62 0.114
C -2.85 2.72 -1.69 -0.227
Ge -1.43 3.14 -0.41 0.703
C -2.22 3.31 1.37 -0.230
C -0.63 4.83 -1.02 -0.232
Ge 0.44 1.55 -0.38 0.973
C 1.32 1.59 -2.12 -0.360
C 2.71 1.63 -2.25 -0.109
C 3.30 1.75 -3.50 -0.076
C 2.50 1.83 -4.63 -0.078
C 1.12 1.78 -4.52 -0.085
C 0.54 1.65 -3.27 -0.133
C 1.73 2.07 1.00 -0.340
C 1.55 3.27 1.68 -0.128
C 2.45 3.68 2.67 -0.089
C 3.53 2.88 2.99 -0.077
C 3.72 1.68 2.33 -0.067
C 2.83 1.27 1.34 -0.125
H -3.62 3.49 -1.57 0.028
H -3.31 1.75 -1.50 -0.013
H -2.49 2.75 -2.71 0.017
H -3.06 3.99 1.32 0.025
H -1.50 3.70 2.10 0.004
H -2.56 2.34 1.72 0.014
H -1.44 5.51 -1.28 0.023
H -0.03 4.65 -1.91 0.018
H -0.01 5.29 -0.26 0.012
H 3.34 1.60 -1.37 0.093
H 4.37 1.78 -3.58 0.104
H 2.96 1.92 -5.61 0.103
H 0.50 1.82 -5.41 0.106
H -0.54 1.57 -3.20 0.080
H 0.70 3.90 1.46 0.067
H 2.28 4.62 3.19 0.105
H 4.23 3.20 3.76 0.106
H 4.56 1.05 2.58 0.108
H 2.98 0.32 0.87 0.092
```

---

ORCA calculation (the ωB97M-V functional and the def2-TZVPD basis) on C40H43N4O3P2PtS2 as an isolated structure.

Results
Charge: +1
DFT total energy: -3593.0804 hartree
Kohn-Sham gap: 7.49 eV

XYZ file:
```
95
Properties=species:S:1:pos:R:3:lowdin_charge:R:1
Pt -0.42 -0.14 -0.01 0.730
C 4.18 2.54 -0.63 -0.068
C 2.76 2.28 -0.18 -0.251
N 1.79 2.75 -1.17 0.028
C 0.98 2.01 -1.91 -0.714
S 1.08 0.27 -1.82 0.697
N 0.14 2.60 -2.75 0.010
C -0.80 1.91 -3.62 -0.269
C -0.23 1.64 -5.00 -0.070
H 4.87 2.17 0.12 0.084
H 4.38 3.61 -0.76 0.075
H 4.39 2.04 -1.56 0.079
H 2.54 2.78 0.77 0.124
H 2.58 1.22 -0.02 0.059
H 1.76 3.76 -1.32 0.157
H 0.23 3.60 -2.87 0.156
H -1.69 2.54 -3.67 0.121
H -1.08 0.97 -3.12 0.062
H 0.07 2.56 -5.50 0.078
H -0.97 1.15 -5.62 0.080
H 0.64 0.99 -4.92 0.071
C -0.93 -3.08 1.41 -0.473
P 0.10 -2.27 0.15 0.825
C -0.25 -3.14 -1.40 -0.337
C -0.67 -2.51 -2.55 -0.131
C -0.91 -3.25 -3.70 -0.070
C -0.73 -4.62 -3.71 -0.062
C -0.28 -5.26 -2.56 -0.062
C -0.03 -4.52 -1.41 -0.093
C 1.81 -2.75 0.52 -0.337
C 2.86 -2.31 -0.28 -0.093
C 4.15 -2.74 -0.04 -0.065
C 4.41 -3.62 1.00 -0.065
C 3.37 -4.08 1.79 -0.057
C 2.08 -3.64 1.56 -0.089
P -2.77 -2.74 1.50 1.081
C -3.38 -4.46 1.55 -0.397
C -4.39 -4.73 2.46 -0.105
C -4.92 -6.00 2.58 -0.075
C -4.43 -7.03 1.79 -0.075
C -3.42 -6.78 0.88 -0.072
C -2.90 -5.50 0.76 -0.116
C -3.21 -2.18 -0.19 -0.383
C -3.14 -0.80 -0.39 -0.179
C -3.46 -0.25 -1.62 -0.103
C -3.88 -1.07 -2.66 -0.079
C -4.01 -2.43 -2.44 -0.075
C -3.68 -2.98 -1.22 -0.072
H -0.51 -2.78 2.38 0.018
H -0.76 -4.15 1.28 0.045
H -0.83 -1.43 -2.57 0.035
H -1.24 -2.74 -4.60 0.110
H -0.92 -5.19 -4.60 0.109
H -0.11 -6.32 -2.56 0.111
H 0.35 -5.03 -0.54 0.110
H 2.68 -1.63 -1.10 0.045
H 4.96 -2.38 -0.66 0.108
H 5.42 -3.96 1.19 0.109
H 3.56 -4.76 2.60 0.111
H 1.29 -3.98 2.21 0.095
H -4.77 -3.93 3.08 0.095
H -5.70 -6.19 3.30 0.107
H -4.83 -8.03 1.89 0.106
H -3.04 -7.58 0.26 0.107
H -2.12 -5.32 0.03 0.082
H -2.98 -0.15 0.47 0.054
H -3.41 0.83 -1.76 0.087
H -4.14 -0.64 -3.62 0.105
H -4.37 -3.07 -3.23 0.112
H -3.79 -4.05 -1.07 0.100
C -3.57 4.32 -0.60 -0.074
C -3.04 3.57 0.61 -0.186
C -2.04 2.58 0.23 -0.136
N -1.29 1.81 -0.16 0.084
H -4.33 5.03 -0.28 0.085
H -4.01 3.64 -1.32 0.077
H -2.77 4.88 -1.10 0.078
H -3.82 3.01 1.13 0.129
H -2.59 4.23 1.35 0.135
O 2.04 0.42 2.53 -0.290
S 0.83 -0.16 3.07 0.636
O 0.85 -1.57 3.38 -0.293
N -0.45 0.22 2.10 -0.205
C -1.46 0.82 2.79 -0.512
O -2.54 1.11 2.32 0.019
C -1.05 1.12 4.20 -0.128
C -1.81 1.73 5.19 0.009
C -1.22 1.93 6.43 -0.049
C 0.09 1.53 6.67 -0.049
C 0.85 0.90 5.68 -0.018
C 0.24 0.72 4.46 -0.221
H -2.83 2.03 4.99 0.123
H -1.78 2.40 7.22 0.111
H 0.53 1.71 7.64 0.112
H 1.86 0.58 5.87 0.126
```